#A
DFT (ωB97M-V with the def2-TZVPD basis set) results for C26H20N5O7SY as an isolated structure.

Properties
- total charge = 0
- gap between HOMO and LUMO (eV) = 7.7

Each line ends with the Mulliken charge.
Atoms and positions in Å:
1 Y 0.2074 -0.2602 0.0641  1.05
2 C 2.7733 3.5431 0.5261  -0.65
3 C 1.8654 4.5114 0.1392  -0.82
4 C 0.5317 4.1788 0.0131  -0.77
5 C 0.1001 2.8644 0.2223  1.03
6 C 1.0253 1.8202 0.5171  -0.48
7 C 2.3526 2.2319 0.6985  -0.12
8 C -1.3380 2.5220 0.1907  0.96
9 C -2.3570 3.5017 0.0891  -0.84
10 C -3.6676 3.1234 0.0187  -0.86
11 C -4.0149 1.7608 0.1148  1.02
12 C -5.3357 1.2800 0.0264  -0.85
13 C -5.5999 -0.0510 0.1976  -0.63
14 C -4.5653 -0.9461 0.5152  -0.70
15 C -3.2704 -0.5119 0.5962  -0.47
16 C -2.9558 0.8401 0.3410  0.34
17 N -1.6604 1.2371 0.3277  -0.43
18 H 3.8115 3.8076 0.6749  0.42
19 H 2.1913 5.5241 -0.0503  0.39
20 H -0.1606 4.9603 -0.2617  0.29
21 H 3.0930 1.4976 1.0027  0.42
22 H -2.1056 4.5491 0.0714  0.30
23 H -4.4518 3.8593 -0.0966  0.43
24 H -6.1297 1.9819 -0.1825  0.41
25 H -6.6118 -0.4165 0.1111  0.38
26 H -4.7982 -1.9852 0.6909  0.42
27 H -2.4728 -1.1989 0.8583  0.65
28 O -2.6299 -2.7710 -1.6253  -0.64
29 C -1.5283 -2.5209 -1.1846  0.04
30 O -0.8736 -1.4230 -1.3454  -0.72
31 C -0.7640 -3.5905 -0.3896  0.58
32 C -0.8607 -4.9254 -0.6784  -0.34
33 C -0.0038 -5.8500 -0.0524  -0.37
34 C 1.0438 -5.4129 0.7354  -0.39
35 C 1.1340 -4.0623 1.0572  -0.55
36 C 0.1171 -3.1410 0.6452  1.25
37 O -0.0004 -1.9931 1.1955  -0.93
38 N 2.2629 -3.5578 1.7211  1.09
39 O 3.0564 -4.3174 2.2389  -0.65
40 O 2.4526 -2.3309 1.6760  -0.73
41 N -0.1920 -7.2566 -0.2608  1.01
42 O 0.6808 -8.0090 0.1262  -0.63
43 O -1.2259 -7.6113 -0.7863  -0.61
44 H -1.5805 -5.2739 -1.4049  0.58
45 H 1.7973 -6.1000 1.0928  0.60
46 S 2.1062 -0.1052 -2.0978  -0.48
47 C 3.6178 -0.1332 -1.3235  0.54
48 N 3.8168 -0.8821 -0.2455  0.32
49 C 5.1169 -1.0511 0.3632  -0.62
50 C 5.8886 0.2567 0.2355  -0.50
51 C 5.9489 0.6609 -1.2349  -0.63
52 N 4.6314 0.5698 -1.8328  -0.17
53 H 3.0283 -1.3613 0.1830  -0.05
54 H 5.6578 -1.8603 -0.1410  0.35
55 H 4.9685 -1.3308 1.4063  0.30
56 H 6.8959 0.1460 0.6317  0.40
57 H 5.3755 1.0271 0.8102  0.17
58 H 6.6494 0.0129 -1.7754  0.32
59 H 6.2963 1.6925 -1.3340  0.38
60 H 4.4417 1.0915 -2.6749  0.24



#B
DFT (ωB97M-V with the def2-TZVPD basis set) results for C26H20N5O7SY as an isolated structure.

Properties
- total charge = 0
- gap between HOMO and LUMO (eV) = 7.9

Each line ends with the Mulliken charge.
Atoms and positions in Å:
1 Y 0.1932 1.3728 -0.1708  1.32
2 C 0.8054 5.2868 2.1437  -0.89
3 C 1.8939 5.0543 2.9713  -0.71
4 C 2.4904 3.8057 2.9844  -0.89
5 C 1.9957 2.7864 2.1654  1.04
6 C 0.9209 2.9998 1.2868  0.21
7 C 0.3450 4.2763 1.3095  -0.56
8 C 2.5855 1.4229 2.2176  0.88
9 C 3.5480 1.0925 3.2148  -0.96
10 C 4.0527 -0.1612 3.2941  -0.98
11 C 3.6334 -1.1439 2.3691  1.41
12 C 4.1215 -2.4685 2.3961  -0.84
13 C 3.6973 -3.3837 1.4761  -0.65
14 C 2.7720 -2.9931 0.4886  -0.58
15 C 2.2831 -1.7171 0.4473  -0.30
16 C 2.6939 -0.7562 1.3953  -0.35
17 N 2.1684 0.5150 1.3406  -0.21
18 H 0.3247 6.2568 2.1428  0.41
19 H 2.2784 5.8402 3.6072  0.38
20 H 3.3398 3.6561 3.6350  0.31
21 H -0.4957 4.4908 0.6584  0.39
22 H 3.8543 1.8398 3.9263  0.25
23 H 4.7711 -0.4220 4.0615  0.42
24 H 4.8385 -2.7411 3.1590  0.40
25 H 4.0743 -4.3961 1.4954  0.39
26 H 2.4528 -3.7069 -0.2588  0.49
27 H 1.5994 -1.4276 -0.3378  0.45
28 O -4.1052 0.6757 0.5898  -0.68
29 C -3.0698 0.9569 0.0322  0.06
30 O -1.8734 0.6680 0.4954  -0.89
31 C -3.0552 1.5007 -1.3845  0.75
32 C -3.9760 1.0696 -2.3080  -0.57
33 C -3.7145 1.2344 -3.6714  -0.41
34 C -2.4952 1.6793 -4.1375  -0.57
35 C -1.5780 2.1105 -3.1912  -0.37
36 C -1.9028 2.2025 -1.8225  1.38
37 O -1.1238 2.7951 -0.9795  -0.76
38 N -0.1837 2.2322 -3.5706  1.07
39 O 0.0954 2.4596 -4.7193  -0.61
40 O 0.6805 2.0149 -2.7046  -0.67
41 N -4.7015 0.7660 -4.6450  1.04
42 O -5.7401 0.3105 -4.2127  -0.63
43 O -4.4527 0.9283 -5.8216  -0.63
44 H -4.8699 0.5563 -1.9834  0.57
45 H -2.2520 1.6545 -5.1892  0.60
46 S -0.1629 -0.8891 -1.9968  -0.52
47 C -0.8116 -2.2039 -1.0972  0.40
48 N -1.6179 -2.0342 -0.0622  0.24
49 C -2.2159 -3.1365 0.6738  -0.69
50 C -1.2769 -4.3303 0.6427  -0.59
51 C -0.9345 -4.6552 -0.8029  -0.66
52 N -0.4675 -3.4450 -1.4623  -0.09
53 H -1.9145 -1.0709 0.1485  0.02
54 H -3.1823 -3.3926 0.2281  0.32
55 H -2.4044 -2.7916 1.6894  0.40
56 H -1.7456 -5.1914 1.1163  0.37
57 H -0.3641 -4.0933 1.1932  0.27
58 H -1.8075 -5.0545 -1.3281  0.34
59 H -0.1387 -5.3992 -0.8623  0.39
60 H 0.1242 -3.5060 -2.2756  0.28



Q: Which of them is the least stable? A: #A.



#A
DFT (ωB97M-V with the def2-TZVPD basis set) results for C23H24F6N3OP2SSc as an isolated structure.

Properties
- 2S+1 = 2
- total charge = +3
- gap between HOMO and LUMO (alpha / beta) (eV) = 8.2 / 4.5

Each line ends with the Mulliken charge.
Atoms and positions in Å:
1 Sc -0.6691 -0.4008 0.2489  0.66
2 O -0.0992 -1.1215 2.2775  -0.11
3 N 1.1067 -0.9860 1.4675  -0.28
4 C 1.9235 -0.0986 1.9172  -0.30
5 C 1.7542 0.7916 3.0606  0.13
6 C 2.8228 0.9203 3.9470  -0.75
7 C 2.7083 1.7356 5.0628  -0.72
8 C 1.5509 2.4698 5.2658  -0.88
9 C 0.5083 2.4068 4.3467  -0.20
10 C 0.5873 1.5580 3.2500  0.86
11 P -0.7143 1.7168 1.9667  1.27
12 C -2.3015 1.3941 2.7280  0.80
13 C -3.4704 1.8293 2.0193  -0.43
14 C -4.7124 1.6075 2.5482  -0.86
15 C -4.8259 0.9146 3.7653  -0.40
16 C -3.6765 0.4560 4.4602  -0.78
17 C -2.4300 0.6724 3.9394  -0.55
18 C -0.7227 3.4273 1.4225  1.09
19 C 0.0677 3.7705 0.3203  -0.57
20 C 0.1577 5.0946 -0.0670  -0.70
21 C -0.5520 6.0699 0.6290  -0.57
22 C -1.3464 5.7272 1.7176  -0.86
23 C -1.4417 4.4081 2.1212  -0.17
24 H -0.0066 -1.9738 2.7386  0.28
25 H 2.8323 -0.0328 1.3186  0.52
26 H 3.7354 0.3643 3.7703  0.53
27 H 3.5327 1.8131 5.7585  0.45
28 H 1.4659 3.1227 6.1243  0.48
29 H -0.3568 3.0447 4.4807  0.38
30 H -3.3653 2.3520 1.0756  0.56
31 H -5.5992 1.9510 2.0334  0.51
32 H -5.8088 0.7119 4.1736  0.49
33 H -3.7911 -0.0587 5.4051  0.52
34 H -1.5485 0.3368 4.4691  0.53
35 H 0.6094 3.0084 -0.2300  0.23
36 H 0.7752 5.3713 -0.9104  0.47
37 H -0.4853 7.1042 0.3192  0.44
38 H -1.8858 6.4930 2.2588  0.45
39 H -2.0517 4.1502 2.9785  0.41
40 S 1.0274 0.2063 -1.5903  -0.46
41 C 0.5569 -0.6992 -3.0212  0.59
42 N -0.5142 -0.3591 -3.7118  -0.06
43 C -0.8899 -1.0192 -4.9733  -0.66
44 C -0.4094 -2.4599 -4.9363  -0.45
45 C 1.0760 -2.4943 -4.6217  -0.64
46 N 1.3319 -1.6861 -3.4171  -0.14
47 H -1.0285 0.4546 -3.4163  0.20
48 H -0.4378 -0.4778 -5.8061  0.36
49 H -1.9711 -0.9614 -5.0768  0.40
50 H -0.5965 -2.9398 -5.8942  0.39
51 H -0.9612 -3.0124 -4.1728  0.18
52 H 1.6659 -2.1013 -5.4510  0.32
53 H 1.4137 -3.5084 -4.4194  0.41
54 H 2.1625 -1.8764 -2.8780  0.23
55 F -2.1858 -0.2713 -1.0207  -0.49
56 P -2.8021 -1.9769 -0.6300  1.52
57 F -3.0278 -3.3882 -0.0980  -0.27
58 F -4.2264 -1.4153 -0.6010  -0.29
59 F -2.4931 -1.3539 0.9187  -0.34
60 F -1.0325 -2.2138 -0.5475  -0.47
61 F -2.7110 -2.2694 -2.1362  -0.27



#B
DFT (ωB97M-V with the def2-TZVPD basis set) results for C23H24F6N3OP2SSc as an isolated structure.

Properties
- 2S+1 = 2
- total charge = +3
- gap between HOMO and LUMO (alpha / beta) (eV) = 7.4 / 5.4

Each line ends with the Mulliken charge.
Atoms and positions in Å:
1 Sc -1.3596 0.5486 -0.6736  0.65
2 O -3.2273 -0.5359 -1.3826  -0.49
3 N -2.2617 -1.4016 -0.8604  0.37
4 C -2.4332 -2.6616 -0.7975  -0.25
5 C -1.4064 -3.5559 -0.2841  0.65
6 C -1.6383 -4.9106 -0.4979  -0.95
7 C -0.6931 -5.8662 -0.1334  -0.79
8 C 0.4933 -5.4654 0.4464  -0.83
9 C 0.7383 -4.1109 0.6809  -0.61
10 C -0.2006 -3.1458 0.3376  0.65
11 P 0.2005 -1.4654 0.8593  0.86
12 C -0.5103 -1.0737 2.4172  1.03
13 C -1.4050 -1.9698 3.0408  -0.63
14 C -1.9465 -1.6421 4.2627  -0.79
15 C -1.6331 -0.4180 4.8596  -0.60
16 C -0.7798 0.4904 4.2322  -0.95
17 C -0.2316 0.1799 3.0086  -0.16
18 C 1.9359 -1.1736 0.7131  0.73
19 C 2.5203 -1.4099 -0.5474  -0.66
20 C 3.8842 -1.2762 -0.6983  -0.86
21 C 4.6675 -0.8915 0.3900  -0.46
22 C 4.0921 -0.6503 1.6360  -0.83
23 C 2.7282 -0.7844 1.8069  -0.24
24 H -4.0951 -0.9403 -1.5594  0.41
25 H -3.3575 -3.1048 -1.1662  0.50
26 H -2.5608 -5.2278 -0.9694  0.44
27 H -0.8908 -6.9146 -0.3124  0.46
28 H 1.2378 -6.1973 0.7315  0.47
29 H 1.6688 -3.8211 1.1528  0.56
30 H -1.6261 -2.9282 2.5891  0.44
31 H -2.6040 -2.3360 4.7688  0.48
32 H -2.0662 -0.1679 5.8198  0.46
33 H -0.5591 1.4392 4.7021  0.50
34 H 0.4091 0.8940 2.5048  0.62
35 H 1.9105 -1.7191 -1.3883  0.46
36 H 4.3473 -1.4829 -1.6540  0.50
37 H 5.7392 -0.7971 0.2702  0.47
38 H 4.7156 -0.3812 2.4781  0.49
39 H 2.2913 -0.6383 2.7853  0.53
40 S -0.1896 0.6590 -2.8155  -0.42
41 C 0.1556 2.3806 -3.0218  0.65
42 N -0.6778 3.1230 -3.7176  -0.09
43 C -0.4279 4.5415 -4.0383  -0.62
44 C 0.4724 5.1409 -2.9734  -0.39
45 C 1.7017 4.2713 -2.7802  -0.63
46 N 1.2735 2.8807 -2.5379  -0.06
47 H -1.4836 2.6683 -4.1164  0.24
48 H -1.3920 5.0433 -4.0762  0.39
49 H 0.0267 4.5978 -5.0282  0.34
50 H -0.0712 5.2318 -2.0318  0.12
51 H 0.7765 6.1409 -3.2762  0.40
52 H 2.2843 4.5911 -1.9194  0.40
53 H 2.3483 4.2904 -3.6588  0.34
54 H 1.8935 2.2476 -2.0608  0.15
55 F -2.4131 1.3661 1.0300  -0.42
56 P -1.8952 2.9705 0.7243  1.54
57 F -0.3613 2.0289 0.3071  -0.36
58 F -2.2612 2.5000 -0.8739  -0.39
59 F -3.2995 3.5377 0.9416  -0.27
60 F -1.1903 4.2323 0.1843  -0.28
61 F -1.3638 3.0697 2.1699  -0.28



Q: Which of them is the least stable? A: #A.



#A
DFT (ωB97M-V with the def2-TZVPD basis set) results for an isolated ion of composition C4H12N3 and charge +1.

Properties
- total charge = +1
- SMILES = N/C=C(\[NH3+])CCN
- gap between HOMO and LUMO (eV) = 8.8

Each line ends with the Mulliken charge.
Atoms and positions in Å:
1 N 2.5103 -1.4006 -0.5435  -0.49
2 C 1.7126 -0.2050 -0.2708  -0.26
3 C 0.3818 -0.0859 -0.4094  0.15
4 N -0.6310 -1.0562 -1.1358  -0.21
5 C -0.1657 1.1758 0.0097  -0.98
6 C -0.9932 0.8538 1.3446  -0.36
7 N -2.4345 0.8797 1.0313  -0.46
8 H 2.1292 -1.9818 -1.2782  0.19
9 H 3.5132 -1.2135 -0.5051  0.26
10 H 2.3548 0.4577 0.4882  0.25
11 H -0.2344 -1.1389 -2.0000  0.34
12 H -1.5257 -0.5081 -1.1721  0.39
13 H -0.5378 -1.9927 -0.7207  0.38
14 H 0.5872 1.9553 0.1036  0.44
15 H -0.9725 1.6664 -0.6587  0.38
16 H -0.5230 1.5327 2.0811  0.27
17 H -0.7087 -0.2890 1.7238  0.32
18 H -3.0408 0.2388 1.3574  0.19
19 H -2.7676 1.8810 1.0720  0.21



#B
DFT (ωB97M-V with the def2-TZVPD basis set) results for an isolated ion of composition C4H12N3 and charge +1.

Properties
- total charge = +1
- SMILES = N/C=C(\[NH3+])CCN
- gap between HOMO and LUMO (eV) = 9.5

Each line ends with the Mulliken charge.
Atoms and positions in Å:
1 N 2.5028 -0.5752 -1.3768  -0.62
2 C 1.0998 -0.4931 -1.1371  -0.22
3 C 0.5917 0.0491 -0.0188  -0.05
4 N 1.5272 -0.0014 1.1475  -0.17
5 C -0.6360 0.8938 0.1041  -0.98
6 C -1.8587 0.2507 0.7623  -0.36
7 N -2.6848 -0.4705 -0.2088  -0.59
8 H 2.7347 -0.1793 -2.2803  0.28
9 H 2.7682 -1.5589 -1.4007  0.25
10 H 0.4544 -0.7760 -1.9538  0.44
11 H 2.0145 0.8745 1.3619  0.32
12 H 0.8832 -0.0833 1.9435  0.41
13 H 2.1216 -0.8202 1.0606  0.37
14 H -0.8297 1.2583 -0.9110  0.39
15 H -0.3397 1.8223 0.6251  0.44
16 H -1.3953 -0.4250 1.4907  0.28
17 H -2.4486 0.9683 1.3440  0.34
18 H -3.4260 -0.9582 0.2720  0.24
19 H -3.0791 0.2241 -0.8244  0.23



#C
DFT (ωB97M-V with the def2-TZVPD basis set) results for a 2-piece molecular cluster, C4H12N3 overall.

Properties
- total charge = +1
- gap between HOMO and LUMO (eV) = 9.2

Each line ends with the Mulliken charge.
Atoms and positions in Å:
1 C -1.3137 -1.2233 -0.8088  -0.22
2 C -1.2245 -0.3244 -1.8194  -0.29
3 N -2.2930 0.6837 -1.9298  -0.34
4 N -0.2719 -1.6209 0.0016  -0.42
5 H -2.3449 -1.5118 -0.5130  0.31
6 H -0.4282 -0.1563 -2.5791  0.38
7 H -2.9469 0.5107 -2.6870  0.32
8 H -2.8090 0.6767 -1.0403  0.37
9 H -1.9208 1.6110 -2.0765  0.36
10 H 0.4014 -0.9648 0.2967  0.26
11 H -0.5414 -2.2664 0.7398  0.29
12 C 1.0646 0.7461 2.4260  -0.67
13 C 2.8357 0.7218 0.8718  -0.24
14 N 1.5404 0.7465 1.0499  -0.38
15 H 0.4617 1.7337 2.6898  0.23
16 H 1.8871 0.6486 3.1225  0.33
17 H 0.4090 -0.1138 2.5899  0.21
18 H 3.2556 1.0260 -0.0885  0.25
19 H 3.5758 0.6197 1.6764  0.25



#D
DFT (ωB97M-V with the def2-TZVPD basis set) results for a 2-piece molecular cluster, C4H12N3 overall.

Properties
- total charge = +1
- gap between HOMO and LUMO (eV) = 9.1

Each line ends with the Mulliken charge.
Atoms and positions in Å:
1 N -1.8517 0.1701 2.3336  -0.34
2 C -2.1092 -0.0942 1.0507  0.19
3 N -1.3003 -0.7621 0.2914  -0.29
4 H -0.9645 -0.0135 2.7204  0.23
5 H -2.5019 0.7740 2.8874  0.27
6 H -2.9487 0.3699 0.5495  0.37
7 H -1.5562 -0.8455 -0.6847  0.31
8 H -0.2777 -0.6484 0.4692  0.30
9 C 0.3215 1.8882 -1.1226  -0.99
10 C 0.5430 0.5657 -1.1438  -0.07
11 N 1.3428 -0.1689 -0.2102  -0.36
12 C 2.0741 -1.3642 -0.7302  -0.89
13 H 0.8172 2.5083 -0.4013  0.27
14 H -0.4261 2.3757 -1.7571  0.28
15 H 0.0210 -0.1542 -1.8600  0.51
16 H 2.0497 0.4701 0.1874  0.26
17 H 2.7880 -1.7077 0.0467  0.32
18 H 1.3782 -2.1957 -0.9414  0.28
19 H 2.6010 -1.1677 -1.6851  0.35



Q: Which of them is the least stable? A: #A.